1.
This record from the OMol25 dataset describes a molecular structure, C2H4ClFN2OS in a non-equilibrium geometry. The level of theory is the ωB97M-V functional and the def2-TZVPD basis.

Results
Energy relative to the best compared isomer or geometry (same formula, charge and spin), eV: 3.2124
DFT total energy, eV: -33236.337
Gap between HOMO and LUMO, Ha: 0.344
Charge: 0
Molar mass, Da: 158.6
Multiplicity: 1

Element x y z (Å)
N 0.779 0.282 0.850
C 0.228 -0.742 0.270
C -1.219 -0.825 0.177
H -0.070 2.521 0.126
F -2.085 -0.422 1.339
H 2.486 -0.863 0.240
N 0.918 -1.701 -0.429
S 1.306 1.718 0.065
H 0.633 0.407 2.175
O 2.263 -1.515 -0.448
H -1.334 -1.902 -0.036
Cl -1.640 0.447 -1.038

Cartesian forces, eV/Å:
N 2.8 4.5 7.0
C 1.1 -4.6 -2.5
C -2.2 0.1 0.7
H 3.0 -1.6 -0.3
F 2.6 -1.3 -2.0
H -0.1 0.3 0.0
N -2.0 2.8 2.2
S -3.2 1.0 0.7
H 0.4 -0.6 -5.5
O -0.4 -0.3 0.0
H -1.5 0.7 -0.4
Cl -0.5 -1.0 0.1

=====

2.
This record from the OMol25 dataset describes a molecular structure, C2H4ClFO2 in a non-equilibrium geometry. The level of theory is the ωB97M-V functional and the def2-TZVPD basis.

Results
Energy relative to the best compared isomer or geometry (same formula, charge and spin), eV: 1.4475
DFT total energy, eV: -21472.211
Gap between HOMO and LUMO, Ha: 0.376
Charge: 0
Molar mass, Da: 114.5
Multiplicity: 1

Element x y z (Å)
H 2.195 0.392 -0.170
Cl -1.046 -0.825 -1.904
H 0.086 1.574 -0.750
H -0.166 1.475 0.975
F -2.158 -0.194 0.303
H 0.568 -1.679 0.611
O -0.459 -1.564 0.562
C 0.333 0.929 0.091
C -0.885 -0.508 -0.181
O 1.534 0.400 0.463

Cartesian forces, eV/Å:
H 1.7 0.1 -2.3
Cl 0.0 -0.2 -0.4
H 1.3 -0.2 -0.6
H 0.9 -1.1 -1.0
F 1.5 -0.1 -0.6
H -2.7 1.0 -0.4
O 2.0 -0.6 -0.1
C -5.1 -1.4 1.4
C 1.8 2.4 2.1
O -1.5 0.1 1.9

=====

3.
This record from the OMol25 dataset describes C2H4ClFO2S in the gas phase in a non-equilibrium geometry. The level of theory is the ωB97M-V functional and the def2-TZVPD basis.

Results
Energy relative to the best compared isomer or geometry (same formula, charge and spin), eV: 0.0000
DFT total energy, eV: -32307.825
Gap between HOMO and LUMO, Ha: 0.439
Structure (SMILES): C[C@H](F)S(=O)(=O)Cl
Charge: 0
Molar mass, Da: 146.6
Multiplicity: 1

Element x y z (Å)
C -0.338 0.080 0.140
O 2.540 0.600 1.657
S 2.401 0.532 0.208
H -0.322 0.980 -0.573
Cl 3.954 -0.550 -0.469
C 0.993 -0.627 -0.226
H -0.227 0.381 1.223
O 2.253 1.717 -0.569
H 0.929 -0.938 -1.246
F 1.255 -1.761 0.544
H -0.950 -0.721 -0.145

Cartesian forces, eV/Å:
C 3.7 1.5 0.1
O -0.4 -0.1 -2.1
S -0.7 -0.5 1.7
H -0.7 -1.3 1.2
Cl 0.3 0.0 -0.2
C 0.3 0.5 1.9
H -0.9 -0.4 -1.2
O 0.1 0.1 -0.2
H 0.8 0.1 -0.8
F -0.5 0.7 -0.4
H -2.0 -0.5 0.1

=====

4.
This record from the OMol25 dataset describes a molecular structure, C2H4ClFe2O8S in a non-equilibrium geometry. The level of theory is the ωB97M-V functional and the def2-TZVPD basis.

Results
<S²>: 20.03
DFT total energy, eV: -110600.454
Gap between HOMO and LUMO (spin up / spin down), Ha: 0.224 / 0.104
Charge: +3
Molar mass, Da: 335.3
Multiplicity: 9

Element x y z (Å)
O 3.620 -7.796 -11.516
H 5.939 -7.697 -13.462
H 4.816 -6.157 -11.156
Fe 6.990 -8.133 -16.833
O 7.118 -11.456 -13.885
O 5.462 -11.834 -15.464
O 2.594 -8.423 -13.880
S 2.817 -7.351 -12.893
H 5.729 -7.727 -10.965
C 5.391 -6.973 -12.860
Cl 5.951 -10.824 -14.559
O 1.743 -6.305 -12.641
O 4.770 -10.807 -13.670
O 4.144 -6.510 -13.451
Fe 3.161 -12.157 -14.587
H 6.065 -6.117 -12.892
O 6.089 -9.641 -15.473
C 4.920 -7.196 -11.467

Cartesian forces, eV/Å:
O -1.1 -0.7 -1.4
H -0.6 -1.0 -0.1
H -0.1 -0.3 1.0
Fe -0.3 -0.8 0.7
O -2.5 3.9 -1.5
O -1.5 -1.7 -2.2
O 0.5 1.3 2.3
S -1.3 3.6 0.1
H -0.9 -0.4 0.9
C -1.1 1.9 -0.9
Cl 1.9 -5.2 0.2
O 4.0 -4.3 -0.8
O -0.9 1.9 1.2
O -0.2 -1.0 -1.0
Fe 2.4 1.0 0.2
H -0.1 0.3 0.1
O 0.8 0.9 1.4
C 1.1 0.7 -0.1

=====

5.
This record from the OMol25 dataset describes C2H4ClIS in the gas phase in a non-equilibrium geometry. The level of theory is the ωB97M-V functional and the def2-TZVPD basis.

Results
Energy relative to the best compared isomer or geometry (same formula, charge and spin), eV: 1.3938
DFT total energy, eV: -33595.670
Gap between HOMO and LUMO, Ha: 0.329
Structure (SMILES): ClSCCI
Charge: 0
Molar mass, Da: 222.5
Multiplicity: 1

Element x y z (Å)
H -1.356 0.753 -0.430
S -0.197 1.250 1.571
H 1.519 -1.097 -0.316
H 1.709 0.520 -0.880
Cl -1.272 0.260 2.989
C -0.614 0.258 0.076
H -1.064 -0.688 0.479
C 0.929 -0.316 -0.768
I 0.346 -0.941 -2.722

Cartesian forces, eV/Å:
H -1.1 1.2 -2.2
S 0.1 -0.4 -0.6
H -0.8 -0.5 0.6
H -1.7 -0.8 0.1
Cl 0.0 0.0 0.0
C 4.4 -3.5 1.9
H 0.5 0.8 -0.5
C -1.6 3.2 0.4
I 0.1 0.0 0.2

=====

6.
This record from the OMol25 dataset describes 2 unconnected molecules or ions with the total composition C2H4ClN in a non-equilibrium geometry. The level of theory is the ωB97M-V functional and the def2-TZVPD basis.

Results
Energy relative to the best compared isomer or geometry (same formula, charge and spin), eV: 2.3356
DFT total energy, eV: -16148.742
Gap between HOMO and LUMO, Ha: 0.420
Structure (SMILES): C1=NC1.Cl
Charge: 0
Molar mass, Da: 77.5
Multiplicity: 1

Element x y z (Å)
C 1.487 0.510 -0.039
C 0.727 -0.745 -0.293
H -2.322 0.096 -0.172
H 2.381 0.983 -0.166
N 0.278 0.634 0.252
H 0.752 -1.456 0.404
Cl -3.391 -0.766 -0.049
H 0.311 -1.063 -1.196

Cartesian forces, eV/Å:
C -3.2 -2.6 -0.7
C 0.6 3.6 -0.4
H -1.7 -1.5 0.3
H 2.1 1.5 0.0
N 0.6 0.1 -0.1
H 0.2 -2.7 2.8
Cl 1.9 1.5 -0.2
H -0.3 0.1 -1.6

=====

7.
This record from the OMol25 dataset describes 2 unconnected molecules or ions with the total composition C2H4ClN2 in a non-equilibrium geometry. The level of theory is the ωB97M-V functional and the def2-TZVPD basis.

Results
Energy relative to the best compared isomer or geometry (same formula, charge and spin), eV: 3.0398
DFT total energy, eV: -17630.046
Gap between HOMO and LUMO, Ha: 0.359
Charge: +1
Molar mass, Da: 91.5
Multiplicity: 1

Element x y z (Å)
H 0.519 1.652 0.475
H 0.215 1.335 -1.244
C 0.699 -0.854 0.188
N -0.461 -1.363 0.051
H 0.908 -0.631 1.165
H 1.525 -1.169 -0.331
C -0.090 1.218 -0.269
Cl -1.729 1.110 0.100
N -1.586 -1.298 -0.135

Cartesian forces, eV/Å:
H 0.4 0.5 0.8
H 0.3 0.2 -2.2
C 0.9 3.6 0.0
N -7.1 -0.7 -2.0
H 0.6 0.3 2.6
H 1.5 -0.8 -1.8
C -0.6 -1.8 2.2
Cl 1.0 0.6 -0.6
N 3.0 -1.9 1.0

=====

8.
This record from the OMol25 dataset describes a gas-phase ion, C2H4ClN2 (charge +1) in a non-equilibrium geometry. The level of theory is the ωB97M-V functional and the def2-TZVPD basis.

Results
Energy relative to the best compared isomer or geometry (same formula, charge and spin), eV: 0.5538
DFT total energy, eV: -17632.532
Gap between HOMO and LUMO, Ha: 0.388
Structure (SMILES): [NH2+]=C/N=C\Cl
Charge: +1
Molar mass, Da: 91.5
Multiplicity: 1

Element x y z (Å)
N 0.352 0.852 -0.327
H -0.837 -0.604 1.231
H 1.997 1.680 0.103
Cl 2.708 -0.647 0.233
C 1.605 0.705 -0.045
H -1.400 -0.065 -1.472
C -0.820 -0.106 -0.581
H -2.209 -1.138 0.430
N -1.395 -0.677 0.427

Cartesian forces, eV/Å:
N -2.1 -3.8 -0.9
H 0.3 -0.4 1.9
H 1.2 0.5 0.3
Cl -1.6 1.1 -0.5
C -1.8 -0.7 -0.1
H 0.3 0.2 -1.1
C 2.8 2.4 2.0
H -3.9 -2.1 -0.2
N 4.8 2.7 -1.2

=====

9.
This record from the OMol25 dataset describes a molecular structure, C2H4ClN2PS3 in a non-equilibrium geometry. The level of theory is the ωB97M-V functional and the def2-TZVPD basis.

Results
Energy relative to the best compared isomer or geometry (same formula, charge and spin), eV: 1.6422
DFT total energy, eV: -59432.703
Gap between HOMO and LUMO (spin up / spin down), Ha: 0.233 / 0.233
Charge: 0
Molar mass, Da: 218.7
Multiplicity: 1

Element x y z (Å)
H -0.795 1.025 -1.449
H 1.743 -3.134 0.892
S 2.901 -1.513 2.217
C -0.644 0.626 -0.354
C 1.651 -1.983 1.100
P 2.113 0.596 1.854
N 2.726 1.789 1.073
S -0.431 -1.138 -0.262
Cl 0.525 1.091 3.081
S 3.913 1.504 2.384
N 0.891 -1.052 0.768
H -1.505 0.851 0.263
H 0.378 1.059 0.104

Cartesian forces, eV/Å:
H 0.4 -0.9 2.2
H -1.0 2.2 -0.2
S -0.3 1.6 -0.3
C 1.6 1.8 -1.0
C 1.5 -2.9 1.0
P 0.6 -1.7 2.7
N -0.4 0.7 -2.2
S 0.0 -0.5 -0.5
Cl 0.8 -0.6 -0.6
S 0.1 0.0 0.9
N -0.6 0.2 -0.7
H 0.1 0.6 0.0
H -2.7 -0.5 -1.4

=====

10.
This record from the OMol25 dataset describes a molecular structure, C2H4ClN3O2 in a non-equilibrium geometry. The level of theory is the ωB97M-V functional and the def2-TZVPD basis.

Results
<S²>: 2.01
DFT total energy, eV: -23218.729
Gap between HOMO and LUMO (spin up / spin down), Ha: 0.304 / 0.295
Charge: 0
Molar mass, Da: 137.5
Multiplicity: 3

Element x y z (Å)
N 1.922 -0.431 -0.963
H -0.766 1.146 -1.280
O 2.519 -1.376 -1.414
C -1.766 -0.051 0.138
N 0.013 0.818 0.635
H -2.582 0.271 0.687
H 1.882 0.799 0.468
H -0.018 -0.866 1.764
O 2.563 0.117 0.126
Cl -2.095 -1.349 -0.939
N -1.036 1.128 -0.307
C -0.636 -0.206 1.086

Cartesian forces, eV/Å:
N -0.2 0.6 0.4
H 0.4 -0.1 0.0
O 0.3 -1.5 -1.3
C 1.3 -0.3 0.6
N -1.2 -0.3 -0.5
H -2.3 0.3 0.6
H 0.9 -1.2 -0.6
H -1.9 0.3 -0.4
O -0.9 2.0 1.3
Cl -0.2 -0.4 -0.6
N -0.1 1.0 -0.2
C 3.8 -0.3 0.7

=====

11.
This record from the OMol25 dataset describes 2 unconnected molecules or ions with the total composition C2H4ClNO in a non-equilibrium geometry. The level of theory is the ωB97M-V functional and the def2-TZVPD basis.

Results
Energy relative to the best compared isomer or geometry (same formula, charge and spin), eV: 1.7782
DFT total energy, eV: -18197.309
Gap between HOMO and LUMO, Ha: 0.409
Structure (SMILES): [H]/N=C\Cl.C=O
Charge: 0
Molar mass, Da: 93.5
Multiplicity: 1

Element x y z (Å)
H -1.423 -0.886 -0.394
N -1.479 0.880 0.542
C -1.967 -0.139 0.099
Cl -3.657 -0.632 0.048
C 1.937 -1.124 0.040
O 1.251 -1.857 -0.623
H 2.545 -1.453 0.865
H 2.015 -0.080 -0.182
H -1.958 1.614 1.083

Cartesian forces, eV/Å:
H 1.1 -0.9 -0.7
N 1.4 2.1 1.4
C -1.6 -0.5 -0.3
Cl -0.5 0.1 0.3
C -0.4 -0.5 -0.7
O 0.0 0.0 0.3
H 0.4 -0.6 0.7
H -0.1 1.1 -0.3
H -0.3 -0.9 -0.7

=====

12.
This record from the OMol25 dataset describes a molecular structure, C2H4ClNO in a non-equilibrium geometry. The level of theory is the ωB97M-V functional and the def2-TZVPD basis.

Results
Energy relative to the best compared isomer or geometry (same formula, charge and spin), eV: 5.2209
DFT total energy, eV: -18193.867
Gap between HOMO and LUMO, Ha: 0.292
Charge: 0
Molar mass, Da: 93.5
Multiplicity: 1

Element x y z (Å)
H 1.573 -0.737 -0.455
N 0.522 -0.839 -1.075
Cl 2.896 -0.246 0.188
H -1.219 1.186 0.516
C -0.405 -0.410 -0.516
C -1.491 0.236 0.055
H -2.403 0.475 -0.664
O 2.239 0.807 1.092
H -1.713 -0.472 0.860

Cartesian forces, eV/Å:
H 1.9 -0.2 -0.2
N -2.0 -0.1 0.7
Cl 0.4 -1.7 -1.3
H 0.3 -0.1 -0.1
C 2.7 0.0 -2.6
C -3.2 0.9 0.4
H 2.0 -1.0 1.4
O -1.1 1.7 1.5
H -1.0 0.4 0.1